No. 1
This record from the OMol25 dataset describes a cluster of 2 separate species, C2H3N2O2S in total in a non-equilibrium geometry. The level of theory is ωB97M-V/def2-TZVPD.

Summary:
- gap between HOMO and LUMO (alpha / beta) (hartree) = 0.298 / 0.298
- energy relative to the best compared isomer or geometry (same formula, charge and spin) (kcal per mole) = 29.5
- energy (eV) = -20020.62762

```
! RIJCOSX wB97M-V def2-TZVPD def2/J DEFGRID3
* xyz 1 1
S -1.0793 -1.5423 0.7115
O -0.8629 0.7722 -0.5095
O 0.9146 -1.1472 -0.9028
N -1.6301 1.6427 -2.5244
N -0.2503 -1.0652 -0.8852
C 0.0397 -0.9653 1.7200
C -1.3632 1.2407 -1.4868
H -1.7526 2.2206 -3.2787
H 1.1246 -0.5677 1.3748
H -0.3244 -1.0605 2.7832
*
```

No. 2
This record from the OMol25 dataset describes a cluster of 2 separate species, C2H3N2O3S3 in total in a non-equilibrium geometry. The level of theory is ωB97M-V/def2-TZVPD.

Summary:
- gap between HOMO and LUMO (alpha / beta) (hartree) = 0.157 / 0.224
- expectation value of S² = 2.01
- energy (eV) = -43747.56443

```
! RIJCOSX wB97M-V def2-TZVPD def2/J DEFGRID3
* xyz -1 3
S 0.8015 -1.0396 1.2089
S 1.9052 1.4110 -0.0701
S -3.0992 -0.4773 0.1595
O -0.6325 -1.2318 -1.0830
O 0.1115 0.5596 -2.1393
O -1.2423 2.8688 -0.5226
N -2.7456 1.1103 -0.1601
N 0.7984 0.1193 -0.0536
C -0.0334 -0.1844 -1.2293
C -1.9101 1.9479 -0.3182
H 1.5033 -2.0301 0.4291
H 1.2146 2.2227 0.8753
H -2.0141 -1.0892 -0.4286
*
```

No. 3
This record from the OMol25 dataset describes a cluster of 2 separate species, C2H3N2O4 in total in a non-equilibrium geometry. The level of theory is ωB97M-V/def2-TZVPD.

Summary:
- gap between HOMO and LUMO (hartree) = 0.242
- energy relative to the best compared isomer or geometry (same formula, charge and spin) (kcal per mole) = 23.7
- energy (eV) = -13291.10927

```
! RIJCOSX wB97M-V def2-TZVPD def2/J DEFGRID3
* xyz -1 1
O 3.2144 0.5662 -1.3588
O 0.2034 0.7339 1.8190
O 3.2252 -1.0368 0.2103
O 0.3658 -0.2798 -0.2097
N -0.3459 0.2349 0.7770
N -2.2081 -0.3860 -0.5467
C 3.1186 -0.2579 -0.5934
C -1.6628 0.1954 0.7142
H -1.3254 -0.8670 -0.8156
H -2.1995 0.2826 -1.3465
H -2.3857 0.8143 1.3502
*
```

No. 4
This record from the OMol25 dataset describes the ion C2H3N2OS with charge +1 in a non-equilibrium geometry. The level of theory is ωB97M-V/def2-TZVPD.

Summary:
- SMILES = O=C=N/C=[NH+]\S
- gap between HOMO and LUMO (hartree) = 0.349
- energy relative to the best compared isomer or geometry (same formula, charge and spin) (kcal per mole) = 1.8
- energy (eV) = -17977.37093

```
! RIJCOSX wB97M-V def2-TZVPD def2/J DEFGRID3
* xyz 1 1
S -0.7698 -1.2258 0.8318
O 0.8293 1.4572 2.4422
N -0.3554 -0.6181 -0.7303
N 0.7065 1.2460 0.1067
C 0.7306 1.2775 1.3262
C 0.3063 0.5001 -0.8989
H -0.6258 -1.1536 -1.5545
H 0.5477 0.8468 -1.8958
H -1.3694 -2.3301 0.3725
*
```

No. 5
This record from the OMol25 dataset describes a cluster of 2 separate species, C2H3N2S2 in total in a non-equilibrium geometry. The level of theory is ωB97M-V/def2-TZVPD.

Summary:
- gap between HOMO and LUMO (hartree) = 0.340
- energy relative to the best compared isomer or geometry (same formula, charge and spin) (kcal per mole) = 25.9
- energy (eV) = -26764.62649

```
! RIJCOSX wB97M-V def2-TZVPD def2/J DEFGRID3
* xyz 1 1
S -2.8513 0.9042 0.2047
S -2.6334 -2.2277 -0.1107
N 0.1554 0.3017 -0.6460
N 2.3144 0.3654 0.3527
C -2.6463 -0.6757 0.0891
C 1.2483 0.3708 -0.3057
H 2.8356 -0.5180 0.3371
H -0.8745 0.2697 -0.7765
H 2.4517 1.2096 0.8553
*
```

No. 6
This record from the OMol25 dataset describes the molecule C2H3N3. The level of theory is ωB97M-V/def2-TZVPD.

Summary:
- SMILES = c1nnc[nH]1
- gap between HOMO and LUMO (hartree) = 0.395
- energy relative to the best compared isomer or geometry (same formula, charge and spin) (kcal per mole) = 6.5
- energy (eV) = -6592.29493

```
! RIJCOSX wB97M-V def2-TZVPD def2/J DEFGRID3
* xyz 0 1
N -0.7472 0.8851 0.9800
N -1.4985 0.0034 0.2423
N 0.6027 -0.2389 -0.3285
C 0.4984 0.7271 0.6286
C -0.6799 -0.6552 -0.5294
H -0.9560 -1.4265 -1.2338
H 1.4383 -0.5724 -0.7809
H 1.3421 1.2774 1.0217
*
```

No. 7
This record from the OMol25 dataset describes the molecule C2H3N3 in a non-equilibrium geometry. The level of theory is ωB97M-V/def2-TZVPD.

Summary:
- SMILES = C/N=N/C#N
- gap between HOMO and LUMO (hartree) = 0.348
- energy relative to the best compared isomer or geometry (same formula, charge and spin) (kcal per mole) = 65.5
- energy (eV) = -6589.73621

```
! RIJCOSX wB97M-V def2-TZVPD def2/J DEFGRID3
* xyz 0 1
N -0.0518 0.2488 0.5616
N 0.9263 -0.2065 -0.0900
N 2.6374 -1.7825 0.8652
C 1.8648 -1.0069 0.5447
C -1.0377 0.5874 -0.3064
H -1.4834 1.6561 -0.1710
H -2.0779 0.1501 -0.0925
H -0.7776 0.3534 -1.3116
*
```

No. 8
This record from the OMol25 dataset describes the molecule C2H3N3O. The level of theory is ωB97M-V/def2-TZVPD.

Summary:
- SMILES = Oc1nc[nH]n1
- gap between HOMO and LUMO (hartree) = 0.383
- energy relative to the best compared isomer or geometry (same formula, charge and spin) (kcal per mole) = 9.0
- energy (eV) = -8640.10289

```
! RIJCOSX wB97M-V def2-TZVPD def2/J DEFGRID3
* xyz 0 1
O 2.1700 -0.3733 -0.2647
N -0.9920 0.6937 0.1517
N 0.3327 0.9884 0.0982
N -0.0229 -1.2204 -0.2774
C 0.8509 -0.1901 -0.1582
C -1.1710 -0.6253 -0.0464
H -2.1430 -1.1019 -0.0555
H -1.5649 1.3360 0.6729
H 2.5611 0.5003 -0.1199
*
```